#a
Molecular formula: C9H15N3O6
Method: DFT, wB97M-V/def2-TZVPD

Bonds (Å) are listed after each position.
Geometry (Å):
1 C -0.287 -0.849 0.141  C2 1.455, C3 1.520, H12 1.075, N25 1.552
2 C 0.748 -1.100 1.132  C1 1.455, N27 1.380, O28 1.228
3 C -1.625 -1.477 0.494  C1 1.520, C4 1.515, H13 1.141, H14 1.144
4 C -2.820 -1.044 -0.330  C3 1.515, C5 1.489, H15 1.072, H16 1.033
5 C -3.189 0.395 -0.224  C4 1.489, N26 1.331, O29 1.226
6 C 2.320 0.503 -0.092  C7 1.477, C8 1.560, H20 1.079, N27 1.472
7 C 3.619 0.023 -0.602  C6 1.477, O30 1.207, O33 1.369
8 C 2.232 1.928 0.537  C6 1.560, C9 1.511, H21 1.102, H22 1.101
9 C 0.773 2.299 0.663  C8 1.511, O31 1.227, O32 1.346
10 H 0.121 -2.355 -1.289  N25 1.054
11 H -0.229 -0.849 -2.020  N25 1.029
12 H -0.442 0.204 -0.008  C1 1.075
13 H -1.489 -2.600 0.341  C3 1.141
14 H -2.101 -1.256 1.511  C3 1.144
15 H -3.609 -1.677 0.024  C4 1.072
16 H -2.671 -1.267 -1.327  C4 1.033
17 H -3.763 0.483 -2.234  N26 1.027
18 H -3.880 1.869 -1.400  N26 0.959
19 H 2.446 -0.414 1.843  N27 1.002
20 H 1.528 0.332 -0.804  C6 1.079
21 H 2.686 1.918 1.541  C8 1.102
22 H 2.644 2.564 -0.262  C8 1.101
23 H -0.740 1.619 1.539  O32 0.987
24 H 2.992 -1.766 -0.316  O33 1.002
25 N 0.256 -1.311 -1.239  C1 1.552, H10 1.054, H11 1.029
26 N -3.515 0.984 -1.373  C5 1.331, H17 1.027, H18 0.959
27 N 1.952 -0.445 0.972  C2 1.380, C6 1.472, H19 1.002
28 O 0.557 -1.871 2.069  C2 1.228
29 O -3.133 1.019 0.830  C5 1.226
30 O 4.430 0.853 -0.935  C7 1.207
31 O 0.167 2.903 -0.217  C9 1.227
32 O 0.221 1.713 1.742  C9 1.346, H23 0.987
33 O 3.804 -1.329 -0.708  C7 1.369, H24 1.002

As for the HOMO energy: -9.93 eV. The SMILES is NC(=O)CC[C@H](N)C(=O)N[C@@H](CC(=O)O)C(=O)O. For the LUMO energy, the calculation gives 0.255 eV. As for the spin multiplicity: 1.

These are the Mulliken partial charges, in e, on atoms 1 to 6: 0.103 0.307 -0.556 -1.060 0.797 0.411

***

#b
Molecular formula: C9H15N3O6
Method: DFT, wB97M-V/def2-TZVPD

Bonds (Å) are listed after each position.
Geometry (Å):
1 C 2.314 -1.252 0.150  C2 1.556, C3 1.517, H12 1.088, N25 1.500
2 C 1.293 -1.004 1.297  C1 1.556, N26 1.373, O28 1.218
3 C 3.507 -0.318 0.230  C1 1.517, C4 1.500, H13 1.084, H14 1.095
4 C 3.274 1.148 0.010  C3 1.500, O29 1.251, O30 1.360
5 C -0.491 0.161 -0.029  C6 1.514, C7 1.571, H17 1.051, N26 1.497
6 C -0.978 1.456 0.588  C5 1.514, O31 1.207, O33 1.353
7 C -1.554 -0.405 -1.038  C5 1.571, C8 1.507, H18 1.094, H19 1.092
8 C -2.757 -1.069 -0.418  C7 1.507, C9 1.495, H20 1.112, H21 1.083
9 C -3.680 -0.080 0.217  C8 1.495, N27 1.383, O32 1.229
10 H 1.300 -2.131 -1.503  N25 1.009
11 H 2.351 -0.878 -1.943  N25 1.011
12 H 2.729 -2.236 0.362  C1 1.088
13 H 4.256 -0.692 -0.459  C3 1.084
14 H 3.943 -0.305 1.234  C3 1.095
15 H 4.122 2.699 -0.616  O30 0.973
16 H -0.602 -0.910 1.810  N26 1.032
17 H 0.382 0.441 -0.542  C5 1.051
18 H -1.855 0.421 -1.689  C7 1.094
19 H -1.045 -1.154 -1.648  C7 1.092
20 H -3.352 -1.613 -1.185  C8 1.112
21 H -2.385 -1.846 0.239  C8 1.083
22 H -4.291 0.776 -1.658  N27 1.025
23 H -5.044 1.409 -0.239  N27 1.015
24 H -0.942 2.392 2.175  O33 0.941
25 N 1.740 -1.263 -1.236  C1 1.500, H10 1.009, H11 1.011
26 N -0.030 -0.871 0.953  C2 1.373, C5 1.497, H16 1.032
27 N -4.389 0.744 -0.637  C9 1.383, H22 1.025, H23 1.015
28 O 1.622 -1.099 2.466  C2 1.218
29 O 2.279 1.792 0.413  C4 1.251
30 O 4.317 1.746 -0.624  C4 1.360, H15 0.973
31 O -1.466 2.369 -0.033  C6 1.207
32 O -3.810 0.069 1.431  C9 1.229
33 O -0.760 1.504 1.922  C6 1.353, H24 0.941

As for the HOMO energy: -9.43 eV. The SMILES is NC(=O)CC[C@H](NC(=O)[C@@H](N)CC(=O)O)C(=O)O. For the LUMO energy, the calculation gives 0.475 eV. As for the spin multiplicity: 1.

These are the Mulliken partial charges, in e, on atoms 1 to 6: 0.410 -0.136 -0.873 0.523 0.767 0.065

***

Which one is most stable, and which one is least stable? #b is the most stable of them, while #a is the least stable.

***

#a
Molecular formula: C4H35N2O12
Method: DFT, wB97M-V/def2-TZVPD

Bonds (Å) are listed after each position.
Geometry (Å):
1 C -0.755 -1.367 2.067  O2 1.401, C3 1.615, H8 1.060, H9 1.115
2 O -1.260 -0.170 1.544  C1 1.401, H10 1.062
3 C 0.654 -1.681 1.343  C1 1.615, C4 1.614, N7 1.551, H11 1.088
4 C 1.571 -2.850 1.973  C3 1.614, C5 1.532, H12 1.152, H13 1.150
5 C 2.745 -3.356 1.129  C4 1.532, N6 1.429, H14 1.124, H15 1.169
6 N 2.630 -2.808 -0.185  C5 1.429, H16 1.098, H17 1.047
7 N 1.444 -0.358 1.162  C3 1.551, H18 1.075, H19 1.099, H20 1.014
8 H -0.748 -1.319 3.126  C1 1.060
9 H -1.446 -2.172 1.724  C1 1.115
10 H -1.871 -0.166 0.675  O2 1.062
11 H 0.181 -2.007 0.419  C3 1.088
12 H 2.058 -2.628 2.992  C4 1.152
13 H 0.860 -3.726 2.197  C4 1.150
14 H 3.770 -3.365 1.591  C5 1.124
15 H 2.726 -4.523 1.065  C5 1.169
16 H 3.548 -3.027 -0.747  N6 1.098
17 H 1.751 -2.893 -0.748  N6 1.047
18 H 2.086 -0.699 0.370  N7 1.075
19 H 1.883 -0.264 2.165  N7 1.099
20 H 0.749 0.260 0.757  N7 1.014
21 H -4.712 -3.206 0.218  O23 1.035
22 H -4.585 -1.627 0.440  O23 0.936
23 O -4.097 -2.423 0.499  H21 1.035, H22 0.936
24 H -5.062 0.715 2.351  O26 1.011
25 H -3.719 0.025 1.615  O26 0.962
26 O -4.353 0.748 1.631  H24 1.011, H25 0.962
27 H 3.687 2.016 0.331  O29 0.896
28 H 4.861 2.919 -0.031  O29 0.988
29 O 4.303 2.553 0.698  H27 0.896, H28 0.988
30 H 0.265 0.370 -2.855  O32 0.954
31 H 1.464 0.483 -3.934  O32 1.063
32 O 0.533 0.883 -3.613  H30 0.954, H31 1.063
33 H 0.756 1.525 -0.751  O35 0.926
34 H 1.694 2.655 -0.792  O35 0.983
35 O 1.417 1.902 -0.223  H33 0.926, H34 0.983
36 H 4.241 0.964 2.376  O38 0.939
37 H 4.545 0.107 3.597  O38 0.848
38 O 4.104 0.181 2.877  H36 0.939, H37 0.848
39 H -1.562 3.080 -3.421  O41 1.012
40 H -2.074 4.218 -2.221  O41 1.058
41 O -2.255 3.302 -2.717  H39 1.012, H40 1.058
42 H -3.545 -2.385 -1.342  O44 1.001
43 H -2.993 -1.444 -2.601  O44 0.949
44 O -2.828 -1.810 -1.740  H42 1.001, H43 0.949
45 H 2.206 4.146 -2.698  O47 1.023
46 H 1.703 4.741 -1.268  O47 0.967
47 O 1.842 3.924 -1.768  H45 1.023, H46 0.967
48 H -3.010 1.996 -1.962  O50 0.892
49 H -3.679 1.091 -0.911  O50 0.926
50 O -3.341 1.191 -1.767  H48 0.892, H49 0.926
51 H -1.849 0.569 -1.450  O53 1.024
52 H -1.530 -0.840 -1.264  O53 0.946
53 O -1.121 -0.019 -1.034  H51 1.024, H52 0.946

As for the HOMO energy: -11.98 eV. As for the charge: +1. For the LUMO energy, the calculation gives -2.294 eV. As for the spin multiplicity: 1.

These are the Mulliken partial charges, in e, on atoms 1 to 6: -0.780 -0.608 -0.318 -0.455 -0.612 -0.530

***

#b
Molecular formula: C4H35N2O12
Method: DFT, wB97M-V/def2-TZVPD

Bonds (Å) are listed after each position.
Geometry (Å):
1 C 1.181 -3.698 -0.630  C2 1.547, H7 1.186, H8 1.073, H9 1.121
2 C 0.346 -2.736 -1.508  C1 1.547, C3 1.523, H10 1.174, H11 1.088
3 C 0.655 -1.278 -1.193  C2 1.523, N6 1.494, H12 1.102, H13 1.138
4 N -1.576 0.718 -0.618  C5 1.371, H14 1.027, H15 1.018
5 C -0.954 -0.105 0.285  N4 1.371, N6 1.319, H16 1.161
6 N 0.122 -0.851 0.135  C3 1.494, C5 1.319, H17 0.961
7 H 0.389 -4.546 -0.383  C1 1.186
8 H 2.030 -3.960 -1.233  C1 1.073
9 H 1.489 -3.392 0.404  C1 1.121
10 H -0.773 -2.804 -1.159  C2 1.174
11 H 0.503 -3.024 -2.545  C2 1.088
12 H 0.221 -0.670 -2.004  C3 1.102
13 H 1.769 -1.053 -1.254  C3 1.138
14 H -1.973 0.130 -1.360  N4 1.027
15 H -2.078 1.539 -0.285  N4 1.018
16 H -1.337 0.065 1.368  C5 1.161
17 H 0.800 -1.040 0.790  N6 0.961
18 H 0.483 2.403 -0.958  O20 1.005
19 H 1.364 2.927 -2.166  O20 0.938
20 O 1.070 2.149 -1.733  H18 1.005, H19 0.938
21 H 3.924 0.503 0.888  O23 0.984
22 H 4.165 -0.652 1.733  O23 0.926
23 O 3.970 0.247 1.837  H21 0.984, H22 0.926
24 H 1.469 -0.354 2.769  O26 0.958
25 H 1.808 -1.905 2.879  O26 0.960
26 O 1.160 -1.248 2.613  H24 0.958, H25 0.960
27 H -3.657 -3.083 0.142  O29 0.955
28 H -2.516 -4.211 0.290  O29 0.980
29 O -2.848 -3.441 -0.219  H27 0.955, H28 0.980
30 H -0.122 1.366 -2.987  O32 0.971
31 H -0.711 1.766 -4.402  O32 0.947
32 O -0.720 1.118 -3.711  H30 0.971, H31 0.947
33 H -0.468 1.581 3.774  O35 0.972
34 H -1.182 0.517 4.554  O35 0.978
35 O -1.219 0.971 3.689  H33 0.972, H34 0.978
36 H 1.168 4.027 0.353  O38 0.996
37 H 0.703 3.203 1.504  O38 0.928
38 O 0.636 3.216 0.578  H36 0.996, H37 0.928
39 H -1.077 3.054 2.083  O41 0.943
40 H -2.459 2.381 2.319  O41 1.038
41 O -1.706 2.526 1.619  H39 0.943, H40 1.038
42 H -3.205 -1.614 -1.495  O44 0.960
43 H -4.569 -0.916 -1.160  O44 0.956
44 O -3.688 -1.105 -0.839  H42 0.960, H43 0.956
45 H 2.697 1.575 -0.842  O47 0.942
46 H 4.216 1.661 -0.777  O47 0.933
47 O 3.482 1.110 -0.610  H45 0.942, H46 0.933
48 H -1.847 -1.613 -3.791  O50 0.928
49 H -2.051 -0.129 -3.676  O50 0.972
50 O -2.242 -0.977 -3.243  H48 0.928, H49 0.972
51 H 2.685 1.416 2.361  O53 0.954
52 H 2.246 2.453 3.353  O53 0.959
53 O 1.928 1.685 2.875  H51 0.954, H52 0.959

As for the HOMO energy: -12.94 eV. As for the charge: +1. For the LUMO energy, the calculation gives -2.650 eV. As for the spin multiplicity: 1.

These are the Mulliken partial charges, in e, on atoms 1 to 6: -1.128 0.135 -0.141 0.022 0.091 0.316

***

Which one is most stable, and which one is least stable? #b is the most stable of them, while #a is the least stable.